(1)
5 unconnected molecules or ions with the total composition C20H25F15O10. Source: the Open Molecules 2025 dataset; level of theory: ωB97M-V/def2-TZVPD.

Properties
- 2S+1 = 2
- frontier orbital gap (spin up / spin down) (eV) = 5.9485 / 1.4030
- ⟨S²⟩ = 0.758
- total charge = +1

Each line ends with the Mulliken charge.
Positions of all 70 atoms, in Å:
F (0.278, -2.362, 3.920)  -0.2582
F (-1.676, -4.081, -3.957)  -0.2671
F (5.365, -4.751, 5.389)  -0.2462
F (-0.984, 1.091, -5.737)  -0.2685
F (0.588, -0.296, -5.113)  -0.2792
F (-5.645, 0.943, 1.202)  -0.1963
F (0.070, -0.710, 5.325)  -0.2505
F (-3.755, -0.214, 1.466)  -0.1078
F (3.832, -3.574, 4.257)  -0.1942
F (-1.201, -3.586, -1.926)  -0.2413
F (-4.871, -0.156, -0.415)  -0.2041
F (-0.324, -2.356, -3.454)  -0.1593
F (5.843, -2.937, 4.320)  -0.2700
F (-0.323, 0.983, -3.610)  -0.2417
F (2.093, -1.253, 4.492)  -0.2078
O (-3.631, -2.393, -2.308)  -0.5704
O (0.852, 0.994, 2.991)  -0.5725
O (-0.126, -0.643, 1.942)  -0.1848
O (-3.582, 2.339, -0.851)  -0.1402
O (5.498, -2.519, 7.214)  -0.5811
O (-2.703, -1.362, -4.217)  -0.2459
O (2.201, 1.613, -5.892)  -0.2573
O (0.988, 3.164, -4.756)  -0.5443
O (3.458, -2.243, 6.512)  -0.2010
O (-3.090, 2.338, 1.474)  -0.1257
C (0.771, -1.138, 4.227)  0.9522
C (2.754, -2.432, 8.782)  -1.2755
C (-3.671, 1.845, 0.310)  0.6179
C (-4.484, 0.547, 0.660)  0.8875
C (3.069, -1.534, 7.599)  -0.1301
C (-0.183, 0.086, 0.673)  0.3102
C (4.645, -2.669, 6.317)  0.4541
C (4.099, 3.167, -5.681)  -1.0936
C (4.872, -3.523, 5.045)  0.8079
C (0.055, 0.926, -4.886)  1.1655
C (-2.581, 3.682, 1.389)  -0.3526
C (3.004, 2.609, -6.492)  -0.2442
C (-3.837, -0.566, -4.575)  -0.1187
C (-0.803, -0.721, -0.424)  -1.0613
C (0.536, -0.190, 3.003)  0.2795
C (-2.716, -2.192, -3.121)  0.4948
C (1.144, 1.983, -5.110)  0.0653
C (-1.415, -3.046, -3.100)  0.8340
C (-4.124, -0.709, -6.067)  -1.3773
C (-1.103, 3.730, 1.847)  -1.2162
H (-4.703, -0.760, -3.942)  0.3921
H (-0.899, 3.362, 2.853)  0.3351
H (-4.552, -1.641, -6.434)  0.3691
H (-0.765, 1.001, 0.791)  -0.4573
H (3.766, -0.766, 7.934)  0.3017
H (4.830, 2.368, -5.561)  0.2833
H (-3.298, -0.484, -6.741)  0.3052
H (2.455, -1.898, 9.684)  0.4062
H (3.732, 3.609, -4.754)  0.3273
H (-0.870, 4.794, 1.874)  0.4509
H (-4.888, -0.009, -6.405)  0.4112
H (2.205, -0.963, 7.259)  0.2651
H (-0.393, 3.439, 1.073)  0.3458
H (1.958, -3.173, 8.706)  0.3250
H (2.293, 3.375, -6.801)  0.3261
H (4.685, 3.873, -6.269)  0.3623
H (3.599, -2.971, 9.209)  0.3424
H (0.798, 0.485, 0.417)  0.5197
H (-1.016, -0.229, -1.373)  0.2547
H (-1.791, -0.964, -0.032)  0.2478
H (3.457, 2.298, -7.433)  0.3489
H (-0.236, -1.622, -0.660)  0.3916
H (-3.709, 0.505, -4.413)  0.2323
H (-3.245, 4.339, 1.951)  0.3757
H (-2.599, 4.148, 0.404)  0.3536

***

(2)
2 unconnected molecules or ions with the total composition C20H25N2. Source: the Open Molecules 2025 dataset; level of theory: ωB97M-V/def2-TZVPD.

Properties
- frontier orbital gap (eV) = 7.3328
- total charge = +1

Each line ends with the Mulliken charge.
Positions of all 47 atoms, in Å:
N (0.923, -0.986, 0.494)  -0.0513
N (1.895, -4.147, -1.027)  0.4158
C (0.774, 1.050, 1.929)  -0.6214
C (2.827, 0.511, 0.439)  -0.6043
C (1.954, -3.033, -0.305)  -0.7241
C (1.574, -8.079, 0.451)  -0.4561
C (1.828, -5.458, -0.475)  0.3103
C (-2.315, -2.699, 0.015)  -0.8157
C (1.068, 2.550, 1.740)  -0.9008
C (2.073, -4.001, -2.477)  -1.0846
C (0.675, -7.092, 0.877)  -0.6380
C (0.832, -5.765, 0.464)  -0.1102
C (-1.076, -2.125, -0.248)  -0.2396
C (2.713, -6.448, -0.931)  -0.2379
C (-0.317, -1.556, 0.794)  0.1239
C (-2.047, -2.201, 2.376)  -0.7100
C (2.514, 2.857, 1.349)  -0.6841
C (1.438, 0.104, 0.932)  0.5825
C (-0.795, -1.642, 2.119)  -0.0536
C (-2.808, -2.734, 1.329)  -0.5019
C (2.616, -7.746, -0.424)  -0.6439
C (2.963, 2.009, 0.159)  -0.8041
H (-2.420, -2.208, 3.402)  0.3847
H (3.107, -3.723, -2.718)  0.4097
H (1.463, -9.107, 0.798)  0.3839
H (3.176, 2.676, 2.206)  0.3250
H (-0.313, 0.901, 1.908)  0.4214
H (1.971, -3.106, 0.782)  0.4841
H (1.822, -4.950, -2.957)  0.4326
H (-0.167, -1.258, 2.929)  0.4218
H (3.350, -8.495, -0.724)  0.3824
H (1.120, 0.738, 2.931)  0.3241
H (2.350, 2.268, -0.715)  0.3455
H (-2.898, -3.112, -0.808)  0.4079
H (3.483, -6.187, -1.662)  0.4401
H (0.805, 3.086, 2.662)  0.3291
H (-3.784, -3.176, 1.534)  0.4177
H (3.061, -0.072, -0.458)  0.1725
H (-0.153, -7.352, 1.535)  0.4055
H (-0.658, -2.093, -1.257)  0.4585
H (0.159, -4.973, 0.803)  0.3286
H (1.400, -3.215, -2.840)  0.3602
H (2.189, -2.125, -0.856)  0.4254
H (2.599, 3.921, 1.099)  0.3647
H (4.000, 2.247, -0.101)  0.3274
H (0.397, 2.936, 0.960)  0.3634
H (3.543, 0.218, 1.224)  0.3330

***

Q: Which energy relative to the best compared isomer or geometry (same formula, charge and spin) values were calculated for the entries above? A: 1.222 1.657, in eV.